Formula: C44H37HgN10O2
Source: the OMol25 dataset
Level of theory: the ωB97M-V functional and the def2-TZVPD basis

Geometry as XYZ:
```
94
Properties=species:S:1:pos:R:3
Hg 0.171 -1.221 -0.539
C 3.413 -4.363 -1.940
C 2.728 -5.210 -2.800
C 1.380 -5.005 -3.027
C 0.743 -3.941 -2.383
N 1.422 -3.128 -1.572
C 2.713 -3.325 -1.340
C -0.725 -3.667 -2.557
C -1.505 -4.524 -3.324
C -2.880 -4.242 -3.445
C -3.397 -3.131 -2.842
C -2.549 -2.267 -2.095
N -1.225 -2.590 -1.940
C -2.999 -1.014 -1.590
C -4.353 -0.576 -1.678
C -4.667 0.723 -1.390
C -3.652 1.615 -0.996
C -2.390 1.083 -0.811
N -2.066 -0.179 -1.045
H 4.465 -4.490 -1.729
H 3.240 -6.031 -3.292
H 0.838 -5.662 -3.691
H 3.194 -2.618 -0.676
H -1.086 -5.390 -3.809
H -3.517 -4.893 -4.033
H -4.443 -2.884 -2.966
H -5.130 -1.267 -1.973
H -5.695 1.062 -1.463
H -3.848 2.659 -0.806
H -1.584 1.707 -0.450
C -0.717 0.637 -3.750
O 0.255 0.422 -2.767
C 1.353 1.250 -2.730
C 1.564 2.249 -3.655
C 2.737 3.015 -3.641
C 3.687 2.725 -2.679
C 3.480 1.730 -1.738
C 2.289 0.964 -1.687
N 2.054 0.028 -0.739
N 3.257 -0.393 -0.146
C 3.252 -0.811 1.078
C 1.485 -2.258 1.964
O 0.404 -2.510 1.246
C 2.167 -3.177 2.699
C 3.444 -2.944 3.323
C 4.480 -2.137 2.878
C 5.753 -2.210 3.565
C 6.906 -1.688 3.066
C 6.909 -0.979 1.838
C 5.701 -0.785 1.210
C 4.481 -1.272 1.700
H -1.171 1.631 -3.654
H -1.481 -0.121 -3.597
H -0.296 0.532 -4.756
H 0.823 2.436 -4.420
H 2.886 3.799 -4.372
H 4.615 3.287 -2.650
H 4.230 1.518 -0.990
H 1.712 -4.159 2.811
H 3.706 -3.610 4.146
H 5.778 -2.759 4.503
H 7.832 -1.812 3.621
H 7.823 -0.561 1.435
H 5.654 -0.195 0.300
C 0.248 2.598 1.577
C -0.762 1.686 2.179
N -0.895 0.426 1.881
C -1.885 -0.073 2.682
C -2.361 0.906 3.493
N -1.644 2.047 3.167
C -1.858 3.348 3.720
N -2.663 4.211 2.875
N -2.128 5.332 2.334
N -2.992 5.906 1.570
C -4.147 5.151 1.587
C -5.371 5.340 0.931
C -6.354 4.405 1.152
C -6.137 3.295 1.998
C -4.937 3.089 2.643
C -3.942 4.048 2.421
H 0.670 2.107 0.698
H 1.070 2.776 2.273
H -0.178 3.561 1.292
H -2.154 -1.113 2.635
H -3.106 0.911 4.268
H -0.917 3.880 3.874
H -2.366 3.228 4.681
H -5.522 6.185 0.273
H -7.311 4.506 0.654
H -6.929 2.566 2.119
H -4.765 2.212 3.248
C 2.043 -0.853 1.966
H 1.289 -0.154 1.621
H 2.357 -0.596 2.983
```

* max |F|: 0.63 eV/A
* gap between HOMO and LUMO (spin up / spin down): 2.4 / 2.4 eV
* spin multiplicity: 2
* E: -69396.1099 eV
* net charge: -2
* energy above the lowest of the compared OMol25 structures with the same formula, charge and spin: 0.0 kcal/mol

---

Formula: C44H37N6P2Ti
Source: the OMol25 dataset
Level of theory: the ωB97M-V functional and the def2-TZVPD basis

Geometry as XYZ:
```
90
Properties=species:S:1:pos:R:3
Ti 1.007 -0.289 -0.417
C 0.375 -3.676 -0.493
P -0.481 -2.246 -1.286
C -2.147 -2.252 -0.550
C -2.695 -1.068 -0.069
C -3.957 -1.047 0.508
C -4.685 -2.221 0.615
C -4.145 -3.415 0.152
C -2.888 -3.431 -0.426
C -0.724 -2.637 -3.046
C 0.395 -2.491 -3.871
C 0.310 -2.743 -5.229
C -0.904 -3.122 -5.788
C -2.026 -3.243 -4.984
C -1.939 -3.004 -3.618
C 1.168 -3.131 0.665
C 2.057 -3.729 1.524
C 2.549 -2.711 2.387
C 1.925 -1.545 2.024
C 2.005 -0.148 2.582
P 0.464 0.693 2.007
C 0.637 2.465 2.330
C 1.839 3.051 2.708
C 1.937 4.431 2.841
C 0.832 5.232 2.604
C -0.376 4.653 2.233
C -0.471 3.280 2.094
C -0.734 0.108 3.249
C -0.931 0.812 4.436
C -1.794 0.320 5.403
C -2.461 -0.880 5.196
C -2.261 -1.589 4.022
C -1.402 -1.096 3.049
N 1.069 -1.791 0.963
H 1.009 -4.158 -1.243
H -0.364 -4.419 -0.180
H -2.115 -0.147 -0.102
H -4.357 -0.119 0.893
H -5.667 -2.212 1.070
H -4.705 -4.336 0.245
H -2.481 -4.371 -0.777
H 1.343 -2.167 -3.451
H 1.187 -2.635 -5.852
H -0.975 -3.315 -6.850
H -2.975 -3.532 -5.416
H -2.825 -3.102 -3.008
H 2.325 -4.772 1.540
H 3.254 -2.831 3.193
H 2.887 0.390 2.220
H 2.032 -0.150 3.675
H 2.710 2.441 2.906
H 2.876 4.875 3.140
H 0.907 6.305 2.715
H -1.243 5.275 2.054
H -1.420 2.840 1.807
H -0.420 1.752 4.606
H -1.944 0.874 6.319
H -3.133 -1.262 5.952
H -2.770 -2.531 3.859
H -1.230 -1.666 2.150
N -1.991 2.093 -2.669
C -1.264 1.062 -2.232
N -0.157 1.156 -1.548
C 0.357 2.471 -1.291
N 1.525 2.610 -0.780
N 2.088 1.373 -0.547
C 3.401 1.260 -0.329
C 3.897 -0.053 -0.535
C 5.246 -0.409 -0.362
C 5.660 -1.666 -0.713
C 4.725 -2.576 -1.227
C 3.414 -2.182 -1.328
N 2.970 -0.958 -0.997
C -0.451 3.628 -1.683
C -0.071 4.938 -1.384
C -0.858 5.996 -1.792
C -2.038 5.767 -2.502
C -2.433 4.478 -2.805
C -1.631 3.425 -2.386
H -2.828 1.908 -3.199
H -1.642 0.075 -2.483
H 4.032 2.119 -0.139
H 5.938 0.323 0.031
H 6.697 -1.952 -0.599
H 5.008 -3.575 -1.522
H 2.664 -2.874 -1.692
H 0.842 5.096 -0.829
H -0.560 7.008 -1.560
H -2.648 6.601 -2.819
H -3.344 4.291 -3.356
```

* max |F|: 1.00 eV/A
* gap between HOMO and LUMO (spin up / spin down): 6.0 / 6.8 eV
* spin multiplicity: 3
* E: -96859.6178 eV
* net charge: +1
* energy above the lowest of the compared OMol25 structures with the same formula, charge and spin: 0.0 kcal/mol

---

Formula: C44H38FeN3OP2
Source: the OMol25 dataset
Level of theory: the ωB97M-V functional and the def2-TZVPD basis

Geometry as XYZ:
```
89
Properties=species:S:1:pos:R:3
Fe 0.227 -0.654 0.279
C 2.395 -1.118 -2.088
P 0.976 0.048 -1.978
C 1.746 1.680 -2.066
C 1.687 2.509 -0.950
C 2.310 3.749 -0.958
C 2.995 4.166 -2.090
C 3.064 3.344 -3.207
C 2.448 2.104 -3.194
C -0.113 -0.133 -3.414
C -0.584 0.957 -4.142
C -1.519 0.775 -5.151
C -1.983 -0.497 -5.453
C -1.516 -1.591 -4.734
C -0.598 -1.408 -3.714
C 3.053 -0.973 -0.740
C 4.377 -0.872 -0.387
C 4.402 -0.575 1.004
C 3.090 -0.509 1.414
C 2.516 -0.123 2.752
P 0.719 0.225 2.573
C -0.192 -1.124 3.401
C 0.397 -2.317 3.811
C -0.377 -3.326 4.368
C -1.744 -3.153 4.525
C -2.340 -1.969 4.111
C -1.571 -0.965 3.545
C 0.309 1.685 3.554
C -0.059 2.853 2.892
C -0.357 4.003 3.610
C -0.290 3.986 4.995
C 0.073 2.823 5.663
C 0.369 1.676 4.947
N 2.250 -0.755 0.360
H 3.077 -0.849 -2.895
H 2.019 -2.125 -2.296
H 1.179 2.168 -0.055
H 2.272 4.380 -0.080
H 3.486 5.130 -2.099
H 3.606 3.669 -4.084
H 2.510 1.466 -4.068
H -0.230 1.956 -3.916
H -1.878 1.630 -5.709
H -2.701 -0.638 -6.250
H -1.868 -2.587 -4.969
H -0.256 -2.271 -3.153
H 5.227 -0.976 -1.042
H 5.279 -0.417 1.610
H 2.989 0.792 3.119
H 2.673 -0.876 3.529
H 1.460 -2.482 3.686
H 0.097 -4.245 4.689
H -2.342 -3.934 4.976
H -3.405 -1.822 4.237
H -2.045 -0.042 3.230
H -0.117 2.865 1.810
H -0.644 4.907 3.090
H -0.522 4.880 5.558
H 0.121 2.812 6.744
H 0.639 0.768 5.474
C -3.556 -1.050 -1.608
C -2.598 -0.044 -1.052
O -1.781 -0.381 -0.191
C -2.591 1.337 -1.571
C -3.577 1.787 -2.449
C -3.523 3.078 -2.948
C -2.477 3.915 -2.585
C -1.487 3.470 -1.718
C -1.548 2.188 -1.204
H -3.330 -2.033 -1.202
H -3.476 -1.073 -2.695
H -4.581 -0.778 -1.353
H -4.385 1.134 -2.749
H -4.290 3.430 -3.624
H -2.430 4.920 -2.983
H -0.669 4.126 -1.448
H -0.785 1.837 -0.523
N 2.851 -6.511 -0.056
C 1.952 -5.828 0.146
C 0.822 -4.982 0.405
C -0.408 -5.525 0.767
C -1.460 -4.660 1.009
C -1.250 -3.299 0.869
N -0.071 -2.779 0.512
C 0.954 -3.605 0.293
H -0.525 -6.596 0.858
H -2.430 -5.026 1.311
H -2.042 -2.589 1.064
H 1.906 -3.145 0.050
```

* max |F|: 0.53 eV/A
* gap between HOMO and LUMO (spin up / spin down): 6.6 / 6.5 eV
* spin multiplicity: 5
* E: -105723.8086 eV
* net charge: +1
* energy above the lowest of the compared OMol25 structures with the same formula, charge and spin: 0.0 kcal/mol

---

Formula: C44H38IrN3O3P
Source: the OMol25 dataset
Level of theory: the ωB97M-V functional and the def2-TZVPD basis

Geometry as XYZ:
```
90
Properties=species:S:1:pos:R:3
Ir -0.299 -0.546 1.073
C 1.508 3.827 -2.711
O 2.069 3.108 -3.810
C 3.145 2.315 -3.532
C 4.340 2.587 -4.187
C 5.459 1.803 -3.965
C 5.392 0.725 -3.089
C 4.196 0.421 -2.468
C 3.068 1.211 -2.686
N 1.795 0.844 -2.143
C 1.601 0.273 -0.954
N 2.471 0.548 0.024
C 2.508 0.023 1.327
C 1.407 -0.480 1.998
C 1.520 -0.950 3.309
C 2.745 -0.902 3.937
C 3.864 -0.378 3.283
C 3.747 0.097 1.992
O 4.737 0.646 1.255
C 5.989 0.910 1.902
N 0.503 -0.483 -0.711
C -0.153 -1.135 -1.824
C -1.538 -1.200 -1.871
C -2.213 -1.809 -2.912
C -1.485 -2.396 -3.932
C -0.100 -2.402 -3.879
C 0.580 -1.805 -2.823
O 1.921 -1.890 -2.662
C 2.676 -2.585 -3.659
H 0.829 4.557 -3.144
H 2.290 4.350 -2.157
H 0.956 3.171 -2.036
H 4.363 3.428 -4.867
H 6.386 2.037 -4.471
H 6.260 0.103 -2.919
H 4.117 -0.456 -1.837
H 1.030 0.765 -2.801
H 3.290 1.087 -0.236
H 0.653 -1.336 3.831
H 2.846 -1.276 4.947
H 4.818 -0.353 3.789
H 5.842 1.559 2.765
H 6.603 1.411 1.161
H 6.467 -0.022 2.203
H -2.108 -0.739 -1.081
H -3.294 -1.815 -2.929
H -1.987 -2.868 -4.766
H 0.456 -2.892 -4.664
H 3.708 -2.549 -3.328
H 2.588 -2.091 -4.628
H 2.353 -3.624 -3.738
C -4.347 3.012 5.032
C -3.141 2.409 5.354
C -2.547 1.533 4.456
C -3.167 1.267 3.238
C -4.379 1.876 2.909
C -4.965 2.742 3.816
P -2.375 0.171 2.038
C -2.515 1.257 0.559
C -3.547 1.200 -0.368
C -3.640 2.166 -1.362
C -2.713 3.195 -1.420
C -1.678 3.259 -0.491
C -1.573 2.288 0.489
C -3.278 -1.354 1.805
C -4.568 -1.561 2.223
C -5.160 -2.835 2.100
C -4.430 -3.885 1.627
C -3.066 -3.732 1.272
C -2.272 -4.841 0.894
C -0.941 -4.697 0.622
C -0.336 -3.429 0.715
C -1.090 -2.333 1.051
C -2.482 -2.447 1.350
H -4.809 3.700 5.727
H -2.663 2.618 6.301
H -1.605 1.060 4.706
H -4.865 1.684 1.962
H -5.906 3.214 3.569
H -4.280 0.401 -0.322
H -4.448 2.122 -2.081
H -2.805 3.960 -2.180
H -0.968 4.074 -0.518
H -0.793 2.371 1.245
H -5.144 -0.751 2.653
H -6.189 -2.974 2.401
H -4.878 -4.867 1.547
H -2.734 -5.819 0.849
H -0.341 -5.554 0.348
H 0.721 -3.324 0.504
```

* max |F|: 1.86 eV/A
* gap between HOMO and LUMO (spin up / spin down): 6.6 / 5.6 eV
* spin multiplicity: 2
* E: -68970.5503 eV
* net charge: +2

---

Formula: C44H39AlNO32P2
Source: the OMol25 dataset
Level of theory: the ωB97M-V functional and the def2-TZVPD basis

Geometry as XYZ:
```
119
Properties=species:S:1:pos:R:3
C -1.435 -2.666 0.571
N -1.754 -1.505 -0.233
C -0.637 -0.967 -1.034
Al 1.041 -0.404 -0.087
P 2.570 -2.295 0.104
O 4.048 -1.999 -0.003
P 0.546 0.313 2.148
O -0.393 1.445 2.205
O 1.936 0.637 2.909
O -0.044 -0.875 3.108
H -0.349 -2.855 0.593
H -1.897 -3.572 0.175
H -1.773 -2.543 1.603
H -2.176 -0.777 0.323
H -1.010 -0.084 -1.559
H -0.398 -1.693 -1.820
H 1.835 0.697 -0.915
H 2.358 -3.025 1.309
H 2.186 -3.297 -0.827
H 1.832 0.549 3.866
H 0.426 -1.700 2.930
C -4.718 -6.075 2.180
C -5.744 -5.993 3.042
C -5.642 -5.208 4.338
O -6.653 -5.198 5.026
C -4.413 -4.551 4.674
C -3.383 -4.635 3.810
C -3.482 -5.401 2.500
O -2.486 -5.394 1.803
O -2.212 -4.077 4.005
O -6.911 -6.576 2.847
H -4.776 -6.628 1.253
H -4.352 -4.005 5.605
H -1.673 -4.279 3.210
H -7.497 -6.381 3.609
C -4.742 5.493 3.765
C -4.974 4.930 2.574
C -3.960 4.035 1.883
O -4.317 3.582 0.807
C -2.687 3.794 2.514
C -2.452 4.367 3.706
C -3.473 5.244 4.407
O -3.153 5.701 5.493
O -1.329 4.237 4.390
O -6.086 5.091 1.870
H -5.453 6.136 4.263
H -1.965 3.159 2.014
H -1.454 4.757 5.208
H -5.949 4.549 1.063
C -11.285 -3.756 5.765
C -10.192 -4.501 5.504
C -10.250 -5.692 4.557
O -9.218 -6.305 4.352
C -11.515 -6.037 3.948
C -12.595 -5.290 4.219
C -12.537 -4.089 5.145
O -13.586 -3.484 5.299
O -13.799 -5.507 3.722
O -9.026 -4.244 6.043
H -11.254 -2.906 6.432
H -11.545 -6.891 3.287
H -14.368 -4.801 4.094
H -8.343 -4.881 5.753
C 5.779 -0.466 -4.474
C 7.056 -0.419 -4.864
C 8.202 -0.550 -3.887
O 9.343 -0.509 -4.358
C 7.923 -0.725 -2.504
C 6.633 -0.792 -2.076
C 5.469 -0.658 -3.073
O 4.345 -0.714 -2.623
O 6.326 -0.992 -0.838
O 7.420 -0.267 -6.134
H 4.955 -0.377 -5.167
H 8.760 -0.819 -1.826
H 5.340 -1.183 -0.671
H 8.396 -0.270 -6.172
C 7.188 -5.157 -4.979
C 7.476 -6.454 -4.804
C 6.934 -7.260 -3.638
O 7.263 -8.437 -3.608
C 6.099 -6.607 -2.669
C 5.805 -5.302 -2.830
C 6.329 -4.503 -4.016
O 5.985 -3.339 -4.080
O 5.056 -4.627 -1.990
O 8.246 -7.165 -5.612
H 7.565 -4.576 -5.808
H 5.731 -7.185 -1.833
H 4.985 -3.698 -2.289
H 8.262 -8.066 -5.227
C 10.131 2.907 -8.511
C 10.444 4.205 -8.388
C 10.801 4.839 -7.054
O 11.082 6.027 -7.094
C 10.785 4.025 -5.873
C 10.470 2.718 -5.982
C 10.130 2.082 -7.327
O 9.874 0.892 -7.322
O 10.427 1.890 -4.970
O 10.479 5.063 -9.392
H 9.877 2.452 -9.457
H 11.028 4.485 -4.926
H 10.162 0.994 -5.280
H 10.739 5.920 -8.991
C -4.818 9.210 1.223
C -5.219 10.333 0.607
C -5.221 11.686 1.297
O -5.596 12.631 0.623
C -4.796 11.771 2.672
C -4.396 10.648 3.291
C -4.374 9.298 2.593
O -3.978 8.362 3.263
O -3.986 10.593 4.542
O -5.647 10.385 -0.641
H -4.813 8.243 0.740
H -4.812 12.735 3.159
H -3.756 9.654 4.711
H -5.861 11.324 -0.812
```

* max |F|: 0.80 eV/A
* gap between HOMO and LUMO: 4.6 eV
* E: -138447.6456 eV
* net charge: -1

---

Please write out number 3 again, unchanged.
Formula: C44H38FeN3OP2
Source: the OMol25 dataset
Level of theory: the ωB97M-V functional and the def2-TZVPD basis

Geometry as XYZ:
```
89
Properties=species:S:1:pos:R:3
Fe 0.227 -0.654 0.279
C 2.395 -1.118 -2.088
P 0.976 0.048 -1.978
C 1.746 1.680 -2.066
C 1.687 2.509 -0.950
C 2.310 3.749 -0.958
C 2.995 4.166 -2.090
C 3.064 3.344 -3.207
C 2.448 2.104 -3.194
C -0.113 -0.133 -3.414
C -0.584 0.957 -4.142
C -1.519 0.775 -5.151
C -1.983 -0.497 -5.453
C -1.516 -1.591 -4.734
C -0.598 -1.408 -3.714
C 3.053 -0.973 -0.740
C 4.377 -0.872 -0.387
C 4.402 -0.575 1.004
C 3.090 -0.509 1.414
C 2.516 -0.123 2.752
P 0.719 0.225 2.573
C -0.192 -1.124 3.401
C 0.397 -2.317 3.811
C -0.377 -3.326 4.368
C -1.744 -3.153 4.525
C -2.340 -1.969 4.111
C -1.571 -0.965 3.545
C 0.309 1.685 3.554
C -0.059 2.853 2.892
C -0.357 4.003 3.610
C -0.290 3.986 4.995
C 0.073 2.823 5.663
C 0.369 1.676 4.947
N 2.250 -0.755 0.360
H 3.077 -0.849 -2.895
H 2.019 -2.125 -2.296
H 1.179 2.168 -0.055
H 2.272 4.380 -0.080
H 3.486 5.130 -2.099
H 3.606 3.669 -4.084
H 2.510 1.466 -4.068
H -0.230 1.956 -3.916
H -1.878 1.630 -5.709
H -2.701 -0.638 -6.250
H -1.868 -2.587 -4.969
H -0.256 -2.271 -3.153
H 5.227 -0.976 -1.042
H 5.279 -0.417 1.610
H 2.989 0.792 3.119
H 2.673 -0.876 3.529
H 1.460 -2.482 3.686
H 0.097 -4.245 4.689
H -2.342 -3.934 4.976
H -3.405 -1.822 4.237
H -2.045 -0.042 3.230
H -0.117 2.865 1.810
H -0.644 4.907 3.090
H -0.522 4.880 5.558
H 0.121 2.812 6.744
H 0.639 0.768 5.474
C -3.556 -1.050 -1.608
C -2.598 -0.044 -1.052
O -1.781 -0.381 -0.191
C -2.591 1.337 -1.571
C -3.577 1.787 -2.449
C -3.523 3.078 -2.948
C -2.477 3.915 -2.585
C -1.487 3.470 -1.718
C -1.548 2.188 -1.204
H -3.330 -2.033 -1.202
H -3.476 -1.073 -2.695
H -4.581 -0.778 -1.353
H -4.385 1.134 -2.749
H -4.290 3.430 -3.624
H -2.430 4.920 -2.983
H -0.669 4.126 -1.448
H -0.785 1.837 -0.523
N 2.851 -6.511 -0.056
C 1.952 -5.828 0.146
C 0.822 -4.982 0.405
C -0.408 -5.525 0.767
C -1.460 -4.660 1.009
C -1.250 -3.299 0.869
N -0.071 -2.779 0.512
C 0.954 -3.605 0.293
H -0.525 -6.596 0.858
H -2.430 -5.026 1.311
H -2.042 -2.589 1.064
H 1.906 -3.145 0.050
```

* max |F|: 0.53 eV/A
* gap between HOMO and LUMO (spin up / spin down): 6.6 / 6.5 eV
* spin multiplicity: 5
* E: -105723.8086 eV
* net charge: +1
* energy above the lowest of the compared OMol25 structures with the same formula, charge and spin: 0.0 kcal/mol

---

> What is the E in the third record?

-105723.8086 eV

---

> What is the net charge in the fifth record?

-1